# 1
# C3H8NO2

An isolated ion of composition C3H8NO2 and charge +1 (the ωB97M-V functional and the def2-TZVPD basis, OMol25).

## Properties
Energy above the lowest of the compared OMol25 structures with the same formula, charge and spin: 102.2 kJ/mol
Kohn-Sham gap: 11.44 eV
Energy: -324.08834 a.u.
Charge: +1

CARTESIAN COORDINATES (ANGSTROEM)
N  1.484  0.950  -0.171
C  0.982  -0.431  0.370
C  -0.443  -0.908  -0.197
C  -1.424  0.184  -0.087
O  -1.135  1.301  0.165
O  -2.624  -0.409  -0.058
H  2.350  1.319  0.352
H  1.766  0.819  -1.226
H  0.844  1.753  0.004
H  1.037  -0.439  1.426
H  1.655  -1.229  0.072
H  -0.207  -1.341  -1.172
H  -0.839  -1.708  0.545
H  -3.445  0.140  -0.023

Atom-resolved charges from natural (NBO), all expressed in e: N -0.727; C -0.211; C -0.535; C 0.803; O -0.600; O -0.674; H 0.453; H 0.459; H 0.485; H 0.233; H 0.235; H 0.261; H 0.291; H 0.527

---

# 2
# C28H23F3FeIN7O5S

C28H23F3FeIN7O5S as an isolated structure (the ωB97M-V functional and the def2-TZVPD basis, OMol25).

## Properties
Energy above the lowest of the compared OMol25 structures with the same formula, charge and spin: 0.0 kJ/mol
⟨S²⟩: 0.769
Kohn-Sham gap (spin up / spin down): 8.30 / 7.92 eV
2S+1: 2
Energy: -4099.44242 a.u.
Charge: +1

CARTESIAN COORDINATES (ANGSTROEM)
Fe  -0.066  0.698  -0.466
C  -0.258  1.565  2.265
N  -0.107  2.166  0.921
C  -1.238  3.064  0.590
C  -2.322  2.132  0.168
N  -2.008  0.896  -0.141
C  -3.179  0.279  -0.577
C  -3.425  -1.026  -0.995
C  -4.721  -1.342  -1.345
C  -5.753  -0.392  -1.273
C  -5.523  0.898  -0.842
C  -4.214  1.213  -0.499
N  -3.626  2.381  -0.012
C  -0.068  0.095  2.200
N  -0.238  -0.643  1.115
C  0.010  -1.968  1.541
C  -0.180  -3.210  0.929
C  0.117  -4.351  1.650
C  0.562  -4.291  2.976
C  0.669  -3.080  3.628
C  0.368  -1.945  2.892
N  0.274  -0.616  3.274
H  -1.252  1.785  2.664
H  0.487  1.999  2.930
H  0.776  2.689  0.948
H  -0.954  3.704  -0.245
H  -1.517  3.690  1.441
H  -2.633  -1.761  -1.033
H  -4.954  -2.345  -1.676
H  -6.755  -0.682  -1.556
H  -6.321  1.624  -0.778
H  -4.089  3.258  0.158
H  -0.604  -3.308  -0.061
H  -0.023  -5.317  1.184
H  0.788  -5.206  3.505
H  0.958  -3.019  4.669
H  0.574  -0.219  4.151
O  -1.163  2.130  -3.940
C  -0.762  1.458  -3.025
O  -0.443  1.908  -1.833
C  -0.558  -0.018  -3.143
C  -0.713  -0.681  -4.344
C  -0.431  -2.035  -4.390
C  0.019  -2.657  -3.233
C  0.143  -1.914  -2.074
N  -0.166  -0.618  -2.013
H  -1.038  -0.114  -5.205
H  -0.540  -2.593  -5.310
H  0.282  -3.705  -3.222
H  0.520  -2.363  -1.172
F  4.445  2.531  4.226
C  3.665  1.555  3.785
F  4.265  0.386  3.996
F  2.522  1.560  4.519
S  3.234  1.756  2.015
O  4.481  1.799  1.309
O  2.429  2.975  1.995
O  2.409  0.566  1.790
I  1.924  3.880  -1.410
C  2.634  1.917  -1.393
C  3.955  1.783  -1.803
C  4.572  0.556  -1.734
C  3.865  -0.519  -1.223
C  2.562  -0.320  -0.848
N  1.921  0.865  -0.965
H  4.491  2.655  -2.146
H  5.604  0.449  -2.041
H  4.317  -1.491  -1.090
H  2.001  -1.115  -0.381

Atom-resolved charges from natural (NBO), all expressed in e: Fe 1.212; C -0.289; N -0.610; C -0.271; C 0.446; N -0.478; C 0.157; C -0.228; C -0.186; C -0.190; C -0.218; C 0.104; N -0.498; C 0.516; N -0.563; C 0.159; C -0.254; C -0.202; C -0.191; C -0.204; C 0.108; N -0.499; H 0.229; H 0.282; H 0.477; H 0.277; H 0.228; H 0.219; H 0.228; H 0.233; H 0.236; H 0.440; H 0.216; H 0.227; H 0.232; H 0.235; H 0.445; O -0.554; C 0.750; O -0.704; C 0.080; C -0.140; C -0.140; C -0.223; C 0.049; N -0.451; H 0.259; H 0.241; H 0.242; H 0.218; F -0.298; C 0.695; F -0.310; F -0.350; S 2.347; O -0.947; O -1.015; O -1.046; I 0.260; C 0.120; C -0.258; C -0.097; C -0.228; C 0.087; N -0.544; H 0.251; H 0.240; H 0.240; H 0.204

---

# 3
# C2H5N3O3

One molecule with the formula C2H5N3O3 (the ωB97M-V functional and the def2-TZVPD basis, OMol25).

## Properties
Energy above the lowest of the compared OMol25 structures with the same formula, charge and spin: 715.8 kJ/mol
Kohn-Sham gap: 9.20 eV
Energy: -468.92806 a.u.
Charge: 0

CARTESIAN COORDINATES (ANGSTROEM)
C  1.754  -1.275  -1.508
N  0.860  -1.253  -0.499
O  0.824  -0.010  -0.042
C  -0.372  0.325  0.585
N  -1.356  -0.339  0.853
O  -1.376  -1.785  0.841
N  -0.507  1.722  0.618
O  -0.029  2.397  -0.571
H  1.997  -2.314  -1.843
H  2.403  -0.294  -2.111
H  -0.692  -2.137  0.190
H  -1.320  2.056  1.176
H  0.991  2.667  -0.502

Atom-resolved charges from natural (NBO), all expressed in e: C -0.120; N -0.156; O -0.362; C 0.569; N -0.213; O -0.571; N -0.364; O -0.557; H 0.199; H 0.209; H 0.483; H 0.405; H 0.478

---

# 4
# C27H50EuOP2

C27H50EuOP2 as an isolated structure (the ωB97M-V functional and the def2-TZVPD basis, OMol25).

## Properties
⟨S²⟩: 12.030
Kohn-Sham gap (spin up / spin down): 6.63 / 5.12 eV
2S+1: 7
Energy: -2526.66926 a.u.
Charge: +1

CARTESIAN COORDINATES (ANGSTROEM)
Eu  -1.187  -1.316  1.963
C  2.468  -1.477  3.047
C  1.727  -0.367  3.512
C  0.518  -2.282  3.965
C  1.731  -2.654  3.319
C  0.513  -0.853  4.076
C  3.800  -1.416  2.394
H  3.882  -0.530  1.746
H  3.975  -2.304  1.770
H  4.637  -1.364  3.114
C  2.110  -4.044  2.979
H  3.168  -4.105  2.694
H  1.521  -4.427  2.132
H  1.954  -4.720  3.833
C  -0.560  -3.213  4.374
H  -0.113  -4.074  4.894
H  -1.157  -3.625  3.529
H  -1.272  -2.731  5.062
C  -0.595  -0.024  4.637
H  -0.532  -0.032  5.736
H  -1.624  -0.368  4.376
H  -0.536  1.022  4.308
C  2.119  1.064  3.437
H  2.119  1.537  4.433
H  1.430  1.638  2.793
H  3.127  1.176  3.024
C  1.719  -0.297  -1.687
C  2.616  0.304  -0.896
C  2.611  1.657  -0.257
C  1.374  2.544  -0.464
C  0.113  2.105  0.196
C  -0.832  1.256  -0.252
C  -0.795  0.222  -1.327
C  0.458  0.260  -2.241
H  3.474  2.205  -0.668
H  1.245  2.739  -1.545
H  2.808  1.573  0.828
H  0.617  1.300  -2.582
H  1.919  -1.333  -1.983
H  3.566  -0.220  -0.739
H  0.212  -0.302  -3.158
H  -0.911  -0.812  -0.932
H  -1.801  1.288  0.288
H  -1.688  0.372  -1.965
H  1.618  3.537  -0.048
H  -0.087  2.581  1.166
P  -0.237  3.109  -3.287
C  0.199  2.477  -4.954
C  0.480  4.789  -3.375
P  -2.875  3.537  -1.801
C  -2.043  3.338  -3.467
C  -2.732  5.386  -1.737
C  -4.588  3.532  -2.495
H  -0.396  1.584  -5.180
H  1.264  2.211  -4.970
H  0.003  3.263  -5.698
H  0.257  5.232  -4.357
H  1.572  4.698  -3.267
H  0.110  5.436  -2.572
H  -4.679  4.280  -3.295
H  -5.288  3.760  -1.680
H  -4.800  2.531  -2.891
H  -2.472  2.443  -3.959
H  -2.216  4.225  -4.109
H  -3.414  5.743  -0.953
H  -3.031  5.817  -2.704
H  -1.712  5.696  -1.483
C  -2.208  -4.131  -1.069
C  -1.032  -4.272  -0.095
C  -1.264  -5.494  0.794
C  0.269  -4.437  -0.874
O  -0.956  -3.108  0.697
H  -2.302  -5.033  -1.690
H  -2.064  -3.267  -1.731
H  -3.149  -3.980  -0.526
H  -1.347  -6.398  0.171
H  -0.429  -5.636  1.494
H  -2.181  -5.391  1.382
H  0.450  -3.560  -1.499
H  1.113  -4.542  -0.184
H  0.235  -5.326  -1.515

Atom-resolved charges from Mulliken, all expressed in e: Eu 1.209; C 0.416; C 0.832; C 0.706; C 0.446; C 0.067; C -1.605; H 0.203; H 0.382; H 0.312; C -1.480; H 0.443; H 0.091; H 0.380; C -1.305; H 0.408; H 0.174; H 0.366; C -1.226; H 0.358; H 0.338; H 0.391; C -1.444; H 0.442; H 0.116; H 0.448; C -0.714; C -0.448; C -0.282; C -0.561; C -0.572; C -0.659; C 0.579; C 0.329; H 0.508; H -0.841; H -0.126; H -1.048; H 0.324; H 0.462; H 0.618; H -0.723; H 0.985; H 0.347; H 0.667; H 0.577; P 1.142; C -1.507; C -1.319; P 0.386; C -1.305; C -1.209; C -1.206; H 0.369; H 0.363; H 0.429; H 0.416; H 0.400; H 0.279; H 0.360; H 0.402; H 0.369; H 0.593; H 0.581; H 0.427; H 0.374; H 0.245; C -1.595; C 1.557; C -1.568; C -1.305; O -0.564; H 0.413; H 0.281; H 0.368; H 0.440; H 0.260; H 0.346; H 0.193; H 0.266; H 0.426

---

# 5
# C13H24ClN3O6S

One molecule with the formula C13H24ClN3O6S (the ωB97M-V functional and the def2-TZVPD basis, OMol25).

## Properties
Kohn-Sham gap: 9.98 eV
Energy: -1983.74360 a.u.
Charge: 0

CARTESIAN COORDINATES (ANGSTROEM)
C  -2.773  -1.710  2.808
C  -1.966  -2.351  1.699
O  -0.813  -2.947  2.248
C  0.019  -3.548  1.278
C  1.249  -2.704  1.026
O  0.854  -1.337  0.941
C  1.832  -0.521  0.438
C  1.724  0.956  0.886
N  1.403  0.953  2.323
C  0.769  1.863  0.091
C  1.450  3.238  -0.079
N  0.612  4.382  0.311
C  0.282  1.280  -1.236
C  -0.866  0.306  -1.103
C  -1.648  -0.031  -2.391
C  -0.852  -0.342  -3.634
Cl  -2.601  -1.519  -1.979
O  -0.141  2.353  -2.123
C  -1.166  3.003  -1.674
N  -2.137  3.568  -1.324
O  1.416  0.773  -1.945
S  2.003  -0.613  -1.381
O  3.394  -0.662  -1.691
O  1.242  -1.710  -1.891
H  -3.792  -1.615  2.448
H  -2.402  -0.719  3.031
H  -2.761  -2.324  3.700
H  -1.673  -1.554  1.016
H  -2.569  -3.053  1.121
H  -0.535  -3.660  0.349
H  0.342  -4.517  1.644
H  1.974  -2.807  1.834
H  1.737  -3.027  0.109
H  2.799  -0.871  0.797
H  2.742  1.319  0.821
H  0.630  1.573  2.523
H  2.183  1.350  2.828
H  -0.119  1.999  0.701
H  2.355  3.292  0.516
H  1.755  3.366  -1.112
H  1.013  4.880  1.088
H  -0.331  4.115  0.542
H  -0.570  -0.634  -0.656
H  -1.591  0.711  -0.403
H  -2.399  0.730  -2.550
H  -1.547  -0.348  -4.470
H  -0.132  0.430  -3.867
H  -0.394  -1.317  -3.609

Atom-resolved charges from natural (NBO), all expressed in e: C -0.625; C -0.041; O -0.540; C -0.080; C -0.087; O -0.523; C -0.143; C -0.049; N -0.809; C -0.310; C -0.216; N -0.842; C 0.593; C -0.551; C -0.142; C -0.646; Cl -0.084; O -0.491; C 0.534; N -0.394; O -0.703; S 2.329; O -0.913; O -0.929; H 0.210; H 0.203; H 0.218; H 0.160; H 0.161; H 0.181; H 0.191; H 0.176; H 0.195; H 0.227; H 0.208; H 0.363; H 0.365; H 0.225; H 0.191; H 0.204; H 0.365; H 0.366; H 0.293; H 0.246; H 0.222; H 0.221; H 0.224; H 0.247

---

# 6
# C19H42InN3O7SSi

C19H42InN3O7SSi as an isolated structure (the ωB97M-V functional and the def2-TZVPD basis, OMol25).

## Properties
Energy above the lowest of the compared OMol25 structures with the same formula, charge and spin: 449.8 kJ/mol
Kohn-Sham gap: 8.33 eV
Energy: -2317.55240 a.u.
Charge: +2

CARTESIAN COORDINATES (ANGSTROEM)
In  -1.186  -1.525  1.224
C  -3.907  3.697  0.272
O  -3.873  2.229  0.363
C  -3.338  -0.198  -0.515
O  -1.570  1.337  0.384
N  -4.560  -0.327  -0.152
N  -5.238  -1.520  -0.199
H  -4.877  3.986  0.656
H  -3.799  4.016  -0.763
H  -3.113  4.107  0.890
H  -5.153  0.456  0.125
H  -4.616  -2.299  -0.360
H  -5.884  -1.626  0.569
C  1.975  -0.614  -1.713
C  2.068  -0.149  -0.270
C  3.059  0.993  -0.109
C  2.415  -1.296  0.661
O  0.725  0.303  0.134
Si  0.070  1.783  -0.059
S  -2.812  1.483  -0.543
O  -0.073  2.246  -1.575
C  0.201  3.430  -2.397
C  -0.855  4.469  -2.055
C  1.597  3.947  -2.097
C  0.080  2.965  -3.833
O  0.529  2.944  0.924
C  0.600  3.161  2.368
C  1.843  3.996  2.602
C  -0.658  3.918  2.759
C  0.683  1.828  3.093
H  2.939  -1.005  -2.044
H  1.693  0.212  -2.370
H  1.228  -1.405  -1.811
H  4.050  0.670  -0.429
H  3.124  1.314  0.934
H  2.778  1.856  -0.721
H  3.426  -1.647  0.450
H  1.725  -2.133  0.521
H  2.376  -0.975  1.704
H  -0.800  4.735  -0.994
H  -1.853  4.086  -2.288
H  -0.699  5.376  -2.641
H  1.712  4.181  -1.036
H  1.780  4.858  -2.670
H  2.352  3.214  -2.391
H  -0.909  2.540  -4.019
H  0.835  2.209  -4.058
H  0.226  3.809  -4.509
H  1.771  4.944  2.067
H  2.730  3.465  2.252
H  1.962  4.206  3.666
H  -0.743  4.837  2.175
H  -0.623  4.185  3.817
H  -1.545  3.297  2.595
H  1.568  1.266  2.786
H  -0.207  1.220  2.899
H  0.743  1.998  4.169
O  -0.083  -4.361  -1.217
C  0.095  -4.426  0.007
O  -0.342  -3.646  0.901
C  0.962  -5.596  0.501
N  1.342  -6.347  -0.756
C  0.805  -7.748  -0.656
C  -0.375  -7.591  0.292
C  0.167  -6.607  1.337
H  1.840  -5.207  1.010
H  2.333  -6.318  -0.973
H  0.825  -5.770  -1.456
H  1.577  -8.372  -0.211
H  0.566  -8.123  -1.647
H  -0.670  -8.545  0.722
H  -1.234  -7.170  -0.234
H  0.826  -7.125  2.034
H  -0.607  -6.104  1.911

Atom-resolved charges from Mulliken, all expressed in e: In 1.236; C -0.480; O -0.399; C -0.396; O -0.622; N 0.298; N -0.862; H 0.298; H 0.334; H 0.128; H 0.357; H 0.273; H 0.274; C -1.441; C 1.631; C -1.398; C -1.592; O 0.312; Si -1.559; S 0.765; O 0.168; C 1.659; C -1.343; C -1.677; C -1.579; O 1.323; C 1.552; C -1.627; C -1.487; C -1.055; H 0.478; H 0.086; H 0.278; H 0.607; H 0.229; H 0.132; H 0.529; H 0.051; H 0.275; H 0.176; H 0.188; H 0.572; H 0.253; H 0.554; H 0.336; H 0.332; H 0.345; H 0.421; H 0.354; H 0.321; H 0.453; H 0.341; H 0.503; H 0.127; H 0.195; H 0.055; H 0.578; O -0.809; C 0.718; O -0.774; C -0.153; N -0.052; C -0.610; C -0.590; C -0.772; H 0.347; H 0.338; H 0.384; H 0.344; H 0.365; H 0.402; H 0.285; H 0.375; H 0.346

---

# 7
# C4H6BrNO2

One molecule with the formula C4H6BrNO2 (the ωB97M-V functional and the def2-TZVPD basis, OMol25).

## Properties
Energy above the lowest of the compared OMol25 structures with the same formula, charge and spin: 219.6 kJ/mol
Kohn-Sham gap: 10.90 eV
Energy: -2935.19289 a.u.
Charge: 0

CARTESIAN COORDINATES (ANGSTROEM)
N  2.896  -0.833  1.160
C  1.838  -1.044  0.778
C  0.606  -1.418  0.231
O  0.575  -1.465  -1.270
C  -0.495  -0.037  0.597
Br  -2.305  -0.538  0.254
C  -0.092  1.173  -0.261
O  -0.893  2.224  0.281
H  0.109  -2.333  0.506
H  1.266  -2.040  -1.650
H  -0.444  0.198  1.710
H  -0.309  1.061  -1.245
H  0.871  1.420  -0.106
H  -1.735  2.238  -0.197

Atom-resolved charges from natural (NBO), all expressed in e: N -0.261; C 0.212; C -0.021; O -0.724; C -0.251; Br 0.033; C -0.100; O -0.714; H 0.240; H 0.487; H 0.244; H 0.189; H 0.192; H 0.475

---

# 8
# C5H11N3

One molecule with the formula C5H11N3 (the ωB97M-V functional and the def2-TZVPD basis, OMol25).

## Properties
Energy above the lowest of the compared OMol25 structures with the same formula, charge and spin: 312.2 kJ/mol
Kohn-Sham gap (spin up / spin down): 7.22 / 7.22 eV
Energy: -361.27048 a.u.
Charge: 0

CARTESIAN COORDINATES (ANGSTROEM)
C  -0.088  -1.131  0.078
C  -1.248  -1.584  -0.748
C  -1.848  1.466  -0.357
C  1.628  0.106  0.294
N  2.171  -0.362  1.475
C  -0.418  1.315  0.031
N  0.175  0.181  0.330
N  2.255  0.654  -0.667
H  0.483  -1.912  0.547
H  3.112  -0.093  1.707
H  1.566  -0.828  2.132
H  3.262  0.630  -0.550
H  0.228  2.177  0.013
H  -1.308  -1.010  -1.676
H  -1.098  -2.634  -1.008
H  -2.205  -1.526  -0.223
H  -2.222  2.419  0.020
H  -1.980  1.467  -1.446
H  -2.465  0.666  0.049

Atom-resolved charges from natural (NBO), all expressed in e: C -0.210; C -0.652; C -0.658; C 0.612; N -0.857; C -0.058; N -0.290; N -0.729; H 0.197; H 0.404; H 0.403; H 0.341; H 0.206; H 0.211; H 0.221; H 0.200; H 0.222; H 0.217; H 0.219